Here is 6 unconnected molecules or ions with the total composition C24H72N9O6P3S3 in a non-equilibrium geometry from the OMol25 dataset. Energies are from ωB97M-V/def2-TZVPD.

Last column: Löwdin charge in e.
Element x y z (Å)
1 O 24.2931 25.1867 11.1224  -0.28
2 P 23.4670 24.9620 9.9282  0.49
3 N 21.9232 25.5526 10.1184  -0.30
4 C 20.8501 25.2099 9.2096  -0.11
5 C 21.6521 26.5778 11.1157  -0.11
6 N 23.1927 23.3924 9.4723  -0.30
7 C 22.4761 22.4994 10.3825  -0.10
8 C 24.1281 22.6859 8.6075  -0.09
9 N 24.1655 25.6578 8.5908  -0.31
10 C 25.3208 26.5409 8.7623  -0.09
11 C 23.7343 25.4493 7.2337  -0.15
12 H 19.9018 25.6157 9.5539  0.08
13 H 20.7255 24.1257 9.1360  0.04
14 H 21.0668 25.5473 8.1920  0.07
15 H 20.7002 26.3868 11.6123  0.08
16 H 21.7605 27.5819 10.6969  0.08
17 H 22.3902 26.4920 11.9155  0.07
18 H 23.1069 22.2325 11.2365  0.10
19 H 21.5869 23.0314 10.7203  0.08
20 H 22.2216 21.6084 9.8126  0.05
21 H 23.5453 22.1459 7.8516  0.07
22 H 24.8040 23.3580 8.0946  0.07
23 H 24.6781 21.9475 9.1969  0.09
24 H 25.0311 27.5052 9.1974  0.08
25 H 26.0172 26.1094 9.4789  0.07
26 H 25.7522 26.7482 7.7863  0.08
27 H 23.4499 26.3614 6.6919  0.09
28 H 22.9115 24.7388 7.1590  0.06
29 H 24.5238 25.0144 6.5962  0.08
30 O 18.3381 18.1579 12.2425  -0.28
31 P 17.1873 18.7087 12.9890  0.50
32 N 17.6880 19.8387 14.1096  -0.29
33 C 18.8300 20.6673 13.7423  -0.11
34 C 16.7199 20.5122 14.9632  -0.11
35 N 16.3008 17.6838 13.9379  -0.30
36 C 16.9863 17.0241 15.0607  -0.08
37 C 15.2554 16.8717 13.3371  -0.12
38 N 16.0572 19.3999 11.9776  -0.30
39 C 14.7318 19.8621 12.3616  -0.12
40 C 16.5331 19.7970 10.6544  -0.10
41 H 19.5400 20.7271 14.5713  0.09
42 H 18.5079 21.6858 13.4957  0.08
43 H 19.3355 20.2384 12.8791  0.05
44 H 16.0550 21.1859 14.4197  0.07
45 H 17.2617 20.9725 15.7926  0.09
46 H 16.1228 19.7713 15.5037  0.07
47 H 16.4803 16.0985 15.3296  0.08
48 H 18.0107 16.7707 14.7862  0.06
49 H 16.9293 17.6809 15.9292  0.08
50 H 14.8599 17.3258 12.4371  0.06
51 H 15.6408 15.8755 13.0821  0.08
52 H 14.4552 16.6851 14.0585  0.09
53 H 14.0237 19.5873 11.5732  0.09
54 H 14.4451 19.4255 13.3133  0.07
55 H 14.7011 20.9559 12.4294  0.08
56 H 15.7524 20.3553 10.1381  0.09
57 H 16.7896 18.9279 10.0525  0.07
58 H 17.4167 20.4365 10.7260  0.07
59 O 19.6706 17.8612 6.4356  -0.27
60 P 20.0416 19.2193 6.0022  0.49
61 N 19.0997 19.7038 4.7218  -0.30
62 C 19.4416 20.7321 3.7668  -0.12
63 C 17.8173 19.0259 4.5065  -0.10
64 N 21.5830 19.3629 5.4031  -0.30
65 C 21.9275 18.5379 4.2584  -0.11
66 C 22.6990 19.4357 6.3599  -0.11
67 N 19.9809 20.3957 7.1763  -0.30
68 C 20.3245 21.7670 6.9189  -0.12
69 C 18.9133 20.2251 8.1578  -0.12
70 H 19.9440 20.3060 2.8871  0.08
71 H 20.1947 21.4141 4.1691  0.06
72 H 18.5924 21.3458 3.4694  0.08
73 H 17.0949 19.7264 4.0869  0.08
74 H 17.3772 18.8013 5.4832  0.07
75 H 17.9211 18.0887 3.9616  0.08
76 H 22.8210 18.9238 3.7568  0.09
77 H 22.2119 17.5288 4.5850  0.09
78 H 21.1145 18.5101 3.5376  0.07
79 H 22.3791 19.9555 7.2533  0.04
80 H 23.0669 18.4224 6.5628  0.08
81 H 23.5435 19.9154 5.8547  0.08
82 H 21.2440 21.8690 6.3413  0.08
83 H 19.5509 22.2914 6.3319  0.09
84 H 20.4287 22.3240 7.8530  0.06
85 H 19.1304 20.8241 9.0420  0.07
86 H 18.8598 19.1714 8.4212  0.06
87 H 17.9589 20.5507 7.7214  0.09
88 C 16.8954 15.3741 9.8208  -0.27
89 S 16.6104 15.4633 8.0441  0.80
90 O 16.5646 14.0576 7.5784  -0.55
91 C 14.8704 15.9395 8.1291  -0.27
92 H 17.6380 14.6072 10.0267  0.06
93 H 15.9704 15.1599 10.3542  0.04
94 H 17.2641 16.3141 10.2322  0.02
95 H 14.3206 15.1523 8.6453  0.06
96 H 14.5308 16.0339 7.1026  0.05
97 H 14.7563 16.8486 8.7235  0.04
98 C 20.9851 19.1160 10.6409  -0.25
99 S 21.7135 17.8436 9.5840  0.81
100 O 22.9437 17.4705 10.3373  -0.55
101 C 20.4589 16.5854 9.8676  -0.25
102 H 21.0007 18.6513 11.6273  0.02
103 H 19.9462 19.3347 10.4132  0.02
104 H 21.6409 19.9774 10.6787  0.02
105 H 20.1954 16.5748 10.9291  0.04
106 H 20.9102 15.6055 9.7171  0.06
107 H 19.5974 16.7961 9.2385  0.03
108 C 22.3141 15.6904 15.6083  -0.28
109 S 20.9734 16.8740 15.6269  0.79
110 O 21.3201 17.7953 16.7413  -0.55
111 C 21.3450 17.6665 14.0547  -0.26
112 H 23.2833 16.1939 15.5605  0.06
113 H 22.2846 15.0277 14.7392  0.06
114 H 22.3200 15.0908 16.5158  0.05
115 H 20.9418 17.0225 13.2707  0.04
116 H 22.4222 17.7212 13.9014  0.06
117 H 20.8503 18.6325 14.0443  0.03

Atomic forces in eV per Å
0.1 0.3 0.2
-0.2 0.0 -0.2
-0.2 -0.4 0.6
0.3 -0.3 -0.4
0.8 -0.3 0.4
0.1 0.1 -0.4
0.4 0.8 -0.3
-0.5 -0.4 0.2
0.3 -0.1 -0.2
-0.5 0.3 0.6
0.1 -0.2 -0.9
0.1 0.2 0.0
0.0 0.0 0.1
-0.3 0.2 0.0
-0.2 0.3 -0.3
-0.5 0.1 0.1
0.1 0.0 -0.2
-0.1 -0.1 0.0
-0.1 -0.3 0.2
-0.2 0.0 0.1
0.1 -0.1 0.0
0.1 0.0 0.1
0.3 0.1 -0.1
-0.1 0.0 -0.1
0.2 -0.1 -0.3
0.3 -0.2 0.0
-0.2 0.1 0.4
-0.1 0.1 0.2
0.1 0.0 0.3
0.0 0.1 -0.3
-0.4 0.4 0.7
0.2 -0.2 -0.2
0.0 0.1 0.1
0.2 -0.9 0.7
-0.4 -0.2 -0.2
-0.2 0.4 -0.1
0.2 -0.8 0.2
0.2 -0.4 -0.3
0.4 0.3 -0.4
0.0 0.1 0.1
0.0 0.0 0.0
0.0 0.0 -0.1
0.0 0.0 0.0
0.2 0.3 0.2
0.0 0.6 -0.4
-0.2 0.0 -0.4
-0.1 0.0 -0.2
0.1 0.1 0.3
0.4 -0.1 0.1
-0.1 0.0 0.0
0.0 0.1 -0.2
-0.1 0.3 0.0
-0.1 -0.2 0.2
-0.1 0.0 0.0
0.0 0.0 0.2
0.0 0.0 0.1
0.1 -0.1 -0.1
0.0 0.0 -0.1
-0.5 0.2 0.7
0.6 -0.1 -1.1
-0.7 0.0 -0.1
1.1 0.1 -0.1
0.0 0.2 1.1
0.4 0.6 0.3
0.4 -0.2 0.0
0.1 -0.5 -1.0
0.3 -0.6 0.9
-0.3 0.7 -0.6
0.0 0.1 -0.6
-0.4 0.1 -0.2
-0.1 -0.1 0.2
-0.2 -0.2 0.0
0.2 -0.1 -0.6
0.2 -0.4 -0.1
-0.2 0.1 -0.3
-0.1 0.3 0.0
-0.4 -0.1 -0.1
0.0 -0.2 0.0
0.3 0.0 0.2
-0.2 0.1 0.5
-0.1 0.4 0.2
0.1 -0.2 0.1
0.0 -0.1 0.1
0.1 -0.2 0.1
0.0 0.0 0.0
-0.2 0.0 0.1
-0.1 0.0 0.3
-0.2 0.4 0.6
-0.2 -0.1 0.2
0.2 -0.3 -0.2
0.1 0.1 0.5
0.0 -0.1 -0.2
-0.1 -0.3 -0.1
0.1 0.2 -0.2
0.1 -0.2 -0.2
-0.1 0.2 0.0
0.0 0.2 -0.3
-0.2 -0.7 0.6
0.1 0.4 -0.1
0.1 -0.3 0.0
0.2 -0.1 1.0
0.0 0.1 0.0
0.1 0.1 -0.2
0.0 0.0 -0.3
-0.2 0.3 -0.1
0.0 0.1 -0.7
0.0 -0.2 -0.1
0.8 -0.5 -0.5
0.0 -0.2 0.4
-0.1 0.3 -0.1
0.3 -0.6 -0.1
-0.2 0.3 0.1
-0.3 0.0 0.0
-0.4 0.1 0.1
-0.2 0.1 0.0
0.0 0.4 0.1
0.0 0.0 0.0

- Energy relative to the best compared isomer or geometry (same formula, charge and spin): 0.0 kJ/mol
- Net charge: 0
- Kohn-Sham gap: 8.746 eV
- Lowest unoccupied orbital energy: 0.2 eV